1.
Here is a molecular structure, C25H52BGaNO22 at a distorted geometry from OMol25. Energies are from wB97M-V/def2-TZVPD.

Calculated values
F_max, eV/A: 7.3
HOMO-LUMO gap, eV: 5.7688
Net charge: -1
E, Eh: -4643.4179

Each line ends with the Mulliken charge.
Geometry (Å):
C (4.337, 3.998, 4.786)  -0.2335
C (3.206, 3.310, 4.876)  -0.4241
Ga (1.256, 2.580, 5.148)  0.5900
B (0.097, 4.064, 6.116)  0.4042
O (-0.156, 4.079, 7.550)  -0.6660
N (-0.463, 5.153, 5.206)  -0.2163
C (0.629, 5.738, 4.364)  -0.6240
C (-1.498, 4.448, 4.342)  -0.7268
H (5.085, 4.878, 4.727)  0.2940
H (1.276, 1.192, 5.962)  -0.4301
H (0.508, 2.320, 3.726)  -0.2437
H (0.031, 5.021, 7.822)  0.2701
H (1.607, 5.815, 4.990)  0.2920
H (0.318, 6.806, 4.021)  0.2508
H (0.870, 5.100, 3.419)  0.0113
H (-1.057, 4.102, 3.339)  0.1333
H (-1.828, 3.498, 4.914)  0.2558
H (-2.344, 5.209, 4.182)  0.2508
C (2.319, 3.471, 0.673)  -0.5810
O (0.895, 3.408, 0.569)  -0.1265
C (0.440, 3.161, -0.669)  0.6328
O (1.118, 2.996, -1.658)  -0.5785
O (-0.907, 3.128, -0.620)  -0.2298
C (-1.531, 2.872, -1.876)  -0.5421
H (2.570, 3.675, 1.716)  0.0552
H (2.769, 2.517, 0.391)  0.3097
H (2.715, 4.283, 0.058)  0.3244
H (-1.235, 1.894, -2.261)  0.1405
H (-1.290, 3.660, -2.594)  0.3095
H (-2.611, 2.868, -1.719)  0.2531
C (-7.250, 5.573, 1.501)  -0.6308
O (-6.201, 5.037, 2.303)  -0.3102
C (-5.494, 4.058, 1.706)  0.7824
O (-5.680, 3.627, 0.592)  -0.5550
O (-4.546, 3.647, 2.565)  -0.2427
C (-3.713, 2.603, 2.062)  -0.6297
H (-7.750, 6.350, 2.081)  0.2175
H (-6.847, 6.025, 0.592)  0.2873
H (-7.982, 4.799, 1.257)  0.2844
H (-3.169, 2.937, 1.175)  0.2777
H (-4.304, 1.711, 1.840)  0.3311
H (-2.986, 2.350, 2.835)  0.1894
C (-0.989, -0.271, -4.656)  -0.6795
O (-2.400, -0.317, -4.447)  -0.2520
C (-3.103, -0.751, -5.508)  0.8225
O (-2.644, -1.089, -6.575)  -0.6002
O (-4.407, -0.744, -5.175)  -0.2962
C (-5.280, -1.186, -6.213)  -0.6940
H (-0.526, 0.093, -3.738)  0.1752
H (-0.598, -1.269, -4.867)  0.2845
H (-0.742, 0.422, -5.464)  0.3611
H (-5.061, -2.221, -6.487)  0.2849
H (-5.205, -0.530, -7.084)  0.3274
H (-6.301, -1.138, -5.833)  0.2409
C (-4.416, -3.319, -3.084)  -0.5893
O (-5.807, -3.630, -3.149)  -0.3143
C (-6.076, -4.945, -3.229)  0.7629
O (-5.261, -5.837, -3.248)  -0.5389
O (-7.413, -5.095, -3.283)  -0.3146
C (-7.846, -6.451, -3.370)  -0.6233
H (-4.317, -2.234, -3.023)  0.1630
H (-3.964, -3.757, -2.191)  0.4299
H (-3.902, -3.662, -3.986)  0.2289
H (-7.531, -7.014, -2.488)  0.2894
H (-7.469, -6.918, -4.283)  0.2873
H (-8.937, -6.451, -3.408)  0.2196
C (-1.086, -2.830, -7.754)  -0.4310
O (-0.211, -3.940, -7.542)  -0.2944
C (-0.483, -5.012, -8.306)  0.7543
O (-1.373, -5.097, -9.120)  -0.5420
O (0.410, -5.975, -8.007)  -0.3175
C (0.240, -7.180, -8.749)  -0.6223
H (-0.775, -2.027, -7.088)  0.0737
H (-1.012, -2.472, -8.784)  0.3085
H (-2.115, -3.099, -7.511)  0.2927
H (0.366, -6.996, -9.818)  0.2869
H (-0.738, -7.624, -8.545)  0.2858
H (1.010, -7.883, -8.426)  0.2203
C (4.119, -0.090, 4.398)  -0.8554
O (4.827, -1.057, 3.615)  -0.2683
C (5.213, -0.613, 2.405)  0.7004
O (5.014, 0.489, 1.955)  -0.5432
O (5.863, -1.617, 1.781)  -0.2841
C (6.334, -1.287, 0.477)  -0.6595
H (3.858, -0.556, 5.350)  0.2646
H (4.749, 0.778, 4.602)  0.3579
H (3.196, 0.211, 3.897)  0.3019
H (7.053, -0.466, 0.523)  0.2993
H (5.499, -1.034, -0.181)  0.2928
H (6.839, -2.165, 0.072)  0.2107
C (10.389, -2.031, 7.475)  -0.6226
O (8.969, -2.094, 7.371)  -0.3171
C (8.518, -2.342, 6.126)  0.7688
O (9.202, -2.507, 5.143)  -0.5490
O (7.175, -2.375, 6.169)  -0.3222
C (6.553, -2.631, 4.908)  -0.4779
H (10.639, -1.827, 8.518)  0.2157
H (10.839, -2.986, 7.193)  0.2837
H (10.786, -1.220, 6.860)  0.2866
H (6.850, -3.611, 4.524)  0.3199
H (6.797, -1.847, 4.193)  0.2586
H (5.475, -2.635, 5.061)  0.1919

2.
Here is a molecular structure, C25H52BrF4NNbO30S7 at a distorted geometry from OMol25. Energies are from wB97M-V/def2-TZVPD.

Calculated values
F_max, eV/A: 9.5
HOMO-LUMO gap, eV: 5.7849
Net charge: -1
E, Eh: -9112.9524

Each line ends with the Mulliken charge.
Geometry (Å):
C (5.589, 1.173, 2.633)  -0.7309
C (4.647, 0.097, 1.802)  -0.0283
C (3.123, 0.370, 2.311)  -0.4152
O (2.156, -0.631, 1.910)  -0.2710
C (1.194, -0.105, 0.908)  -0.1008
Nb (-0.838, 0.479, 1.720)  -0.7621
Br (0.184, 1.302, 4.065)  -0.5070
C (-0.820, 2.585, 0.901)  -0.0143
C (0.518, 3.128, 0.202)  1.1304
F (1.522, 3.500, 1.238)  -0.4143
C (-1.916, -0.156, -0.232)  -0.8212
C (-3.427, -0.694, 0.016)  0.4271
C (-4.473, 0.456, 0.526)  -0.5223
N (-5.032, 0.110, 1.903)  -0.2955
C (-1.179, -1.644, 2.480)  -0.4769
O (-0.049, -2.253, 3.196)  -0.2414
C (0.409, -3.459, 2.576)  0.7557
F (-0.441, -4.615, 2.933)  -0.2769
F (0.649, -3.363, 1.147)  -0.2245
F (1.725, -3.751, 3.177)  -0.2823
H (6.354, 0.652, 3.331)  0.1420
H (4.906, 1.845, 3.311)  0.2146
H (6.171, 1.891, 1.940)  0.2897
H (5.047, -0.964, 2.055)  0.2343
H (4.737, 0.284, 0.646)  0.0267
H (2.867, 1.459, 2.026)  0.2537
H (3.172, 0.331, 3.486)  0.0297
H (1.771, 0.680, 0.297)  0.2715
H (1.013, -1.011, 0.176)  0.1148
H (-2.483, 0.883, 2.453)  0.1778
H (-1.064, 3.307, 1.799)  0.4912
H (-1.705, 2.723, 0.155)  0.0851
H (0.968, 2.476, -0.649)  -0.3080
H (0.246, 4.153, -0.313)  -0.3493
H (-2.018, 0.812, -0.891)  0.3656
H (-1.313, -0.944, -0.826)  0.2857
H (-3.837, -1.037, -1.034)  0.3438
H (-3.455, -1.643, 0.682)  -0.4194
H (-3.948, 1.492, 0.582)  0.1227
H (-5.377, 0.600, -0.208)  0.3372
H (-5.410, 0.951, 2.373)  0.1778
H (-5.793, -0.595, 1.806)  0.1630
H (-2.064, -1.612, 3.257)  0.3089
H (-1.593, -2.315, 1.607)  0.0840
C (4.669, 2.027, -3.862)  -0.2507
C (3.831, 3.293, -3.732)  -0.3810
O (2.498, 2.889, -4.036)  -0.3017
S (2.287, 1.351, -3.550)  0.6797
O (1.654, 1.372, -2.258)  -0.4273
O (1.781, 0.591, -4.659)  -0.3778
O (3.856, 0.978, -3.340)  -0.3146
H (4.883, 1.802, -4.912)  0.1834
H (5.608, 2.095, -3.308)  0.3506
H (4.159, 4.081, -4.411)  0.3416
H (3.844, 3.670, -2.704)  0.2710
C (-3.525, -5.707, 1.738)  -0.0392
C (-4.091, -6.000, 3.121)  -0.3451
O (-5.507, -6.034, 2.944)  -0.3174
S (-5.841, -6.596, 1.455)  1.0544
O (-6.135, -8.000, 1.560)  -0.5381
O (-6.715, -5.662, 0.803)  -0.5222
O (-4.349, -6.436, 0.828)  -0.3333
H (-3.608, -4.643, 1.496)  0.1368
H (-2.483, -6.020, 1.644)  0.2774
H (-3.812, -5.242, 3.855)  0.3060
H (-3.772, -6.985, 3.477)  0.3087
C (-5.854, -0.649, 7.053)  -0.3121
C (-6.679, -1.813, 6.518)  -0.2951
O (-7.736, -1.209, 5.775)  -0.3283
S (-7.195, 0.177, 5.116)  0.9815
O (-6.812, -0.091, 3.758)  -0.4369
O (-8.096, 1.234, 5.480)  -0.5656
O (-5.842, 0.319, 6.005)  -0.2759
H (-6.331, -0.198, 7.928)  0.2694
H (-4.836, -0.948, 7.308)  0.3208
H (-7.079, -2.442, 7.316)  0.3111
H (-6.092, -2.430, 5.830)  0.2457
C (2.649, 0.895, -9.520)  -0.3768
C (3.645, -0.187, -9.120)  -0.2520
O (3.626, -0.201, -7.694)  -0.3387
S (2.133, 0.193, -7.180)  1.1156
O (1.421, -1.022, -6.891)  -0.5564
O (2.245, 1.272, -6.240)  -0.4110
O (1.573, 0.784, -8.590)  -0.3358
H (3.088, 1.892, -9.417)  0.2782
H (2.285, 0.763, -10.541)  0.3309
H (4.652, 0.016, -9.489)  0.3177
H (3.320, -1.171, -9.472)  0.1915
C (-2.134, 8.518, 0.238)  -0.3474
C (-0.638, 8.328, 0.458)  -0.3531
O (-0.423, 6.922, 0.352)  -0.2266
S (-1.486, 6.302, -0.712)  1.0658
O (-0.830, 6.183, -1.985)  -0.5696
O (-2.174, 5.212, -0.083)  -0.4312
O (-2.491, 7.580, -0.776)  -0.3248
H (-2.700, 8.274, 1.142)  0.2819
H (-2.378, 9.534, -0.079)  0.3074
H (-0.311, 8.695, 1.432)  0.3038
H (-0.058, 8.819, -0.330)  0.2807
C (5.063, 0.457, 6.665)  -0.2971
C (5.500, 0.038, 8.062)  -0.3098
O (6.926, 0.065, 8.030)  -0.3242
S (7.411, 1.234, 7.009)  1.0985
O (7.719, 2.407, 7.782)  -0.5526
O (8.326, 0.660, 6.063)  -0.5436
O (5.984, 1.475, 6.269)  -0.2594
H (5.150, -0.373, 5.958)  0.2322
H (4.041, 0.841, 6.649)  0.3379
H (5.139, -0.956, 8.331)  0.3077
H (5.166, 0.761, 8.813)  0.2966
C (1.055, -4.583, -8.358)  -0.1369
C (-0.285, -3.894, -8.139)  -0.2153
O (-0.871, -3.799, -9.437)  -0.3133
S (-0.401, -5.078, -10.324)  1.0868
O (-1.440, -6.069, -10.271)  -0.5352
O (0.155, -4.596, -11.558)  -0.5316
O (0.816, -5.568, -9.364)  -0.3325
H (1.802, -3.880, -8.740)  0.1351
H (1.432, -5.052, -7.447)  0.3260
H (-0.176, -2.905, -7.691)  0.2304
H (-0.945, -4.505, -7.514)  0.3029

3.
Here is 6 unconnected molecules or ions with the total composition C25H52N2O15P2 at a distorted geometry from OMol25. Energies are from wB97M-V/def2-TZVPD.

Calculated values
F_max, eV/A: 2.2
HOMO-LUMO gap, eV: 4.8752
E, Eh: -2904.6129
Energy relative to the best compared isomer or geometry (same formula, charge and spin), eV: 0.000

Each line ends with the Mulliken charge.
Geometry (Å):
O (-0.347, -0.163, 0.836)  0.5933
H (-0.227, 0.512, 0.118)  0.5710
H (0.375, -0.138, 1.509)  0.6675
H (-1.216, 0.097, 1.366)  -0.0433
C (-3.558, -0.853, 4.304)  -1.7986
C (-3.082, -1.301, 2.923)  1.2864
C (-4.059, -2.329, 2.347)  -1.0482
C (-5.376, -1.726, 1.897)  -0.7689
C (-5.077, -0.692, 0.816)  -1.0213
C (-4.139, 0.431, 1.324)  1.3659
N (-2.997, -0.176, 1.996)  1.9198
O (-2.116, 0.836, 2.454)  -1.0159
C (-5.022, 1.353, 2.165)  -1.9939
C (-3.627, 1.190, 0.113)  -1.9670
C (-1.737, -1.999, 3.018)  -1.8207
H (-3.675, -1.687, 5.007)  0.4464
H (-4.572, -0.448, 4.280)  0.3078
H (-2.900, -0.081, 4.702)  0.3355
H (-4.330, -3.085, 3.097)  0.3920
H (-3.586, -2.889, 1.532)  0.2498
H (-5.827, -1.224, 2.753)  0.2972
H (-6.044, -2.503, 1.526)  0.4391
H (-6.073, -0.301, 0.576)  0.3813
H (-4.634, -1.095, -0.099)  0.2397
H (-5.707, 1.922, 1.519)  0.4786
H (-4.467, 2.164, 2.645)  0.2642
H (-5.685, 0.874, 2.884)  0.3604
H (-4.426, 1.434, -0.591)  0.3958
H (-2.945, 0.547, -0.454)  -0.0330
H (-3.025, 2.045, 0.415)  0.5154
H (-0.940, -1.336, 3.371)  0.0003
H (-1.378, -2.517, 2.128)  0.2040
H (-1.825, -2.744, 3.819)  0.5621
C (1.284, -2.787, -5.977)  -1.0855
C (0.606, -3.516, -4.852)  -0.2515
O (0.176, -2.595, -3.868)  -0.1730
C (-0.804, -2.977, -3.045)  0.5496
O (-1.383, -4.025, -3.089)  -0.6138
O (-0.996, -2.011, -2.152)  -0.2037
C (-2.075, -2.185, -1.249)  -0.6162
H (0.617, -2.410, -6.758)  0.3168
H (1.946, -3.444, -6.548)  0.3885
H (1.882, -1.933, -5.660)  0.1710
H (1.253, -4.270, -4.401)  0.2979
H (-0.227, -4.079, -5.280)  0.3385
H (-2.643, -3.102, -1.385)  0.4913
H (-2.735, -1.329, -1.352)  0.1282
H (-1.738, -2.189, -0.213)  0.1790
C (5.711, -1.419, -3.672)  -0.4161
C (5.402, -0.065, -3.581)  -0.7701
C (4.610, 0.384, -2.545)  -0.1647
C (4.063, -0.557, -1.683)  -0.0718
C (4.388, -1.889, -1.756)  -0.3763
C (5.186, -2.352, -2.795)  -0.5911
N (2.988, -0.088, -0.805)  1.2871
O (3.037, 1.058, -0.416)  -0.6070
O (2.233, -0.932, -0.370)  -0.4973
H (6.333, -1.755, -4.494)  0.3792
H (5.801, 0.591, -4.343)  0.4225
H (4.325, 1.418, -2.409)  0.5197
H (3.918, -2.612, -1.102)  0.4191
H (5.379, -3.412, -2.868)  0.4416
C (3.039, 3.524, 4.390)  -0.7476
O (2.165, 2.566, 3.805)  -0.1828
P (2.561, 1.099, 3.424)  -0.3169
O (1.708, 0.505, 2.412)  0.3463
O (4.080, 1.258, 3.016)  -0.3295
C (4.745, 0.088, 2.508)  -0.7098
O (2.631, 0.325, 4.796)  -0.3478
C (1.413, -0.108, 5.425)  -0.6859
H (2.950, 3.541, 5.477)  0.2613
H (2.705, 4.511, 4.061)  0.2379
H (4.063, 3.410, 4.043)  0.3475
H (5.275, 0.354, 1.588)  0.1923
H (4.074, -0.721, 2.225)  0.2951
H (5.536, -0.193, 3.204)  0.3370
H (1.152, -1.112, 5.093)  0.2407
H (0.583, 0.564, 5.200)  0.3483
H (1.567, -0.137, 6.500)  0.3315
C (-1.838, 3.764, -2.117)  -0.7154
O (-0.709, 3.310, -2.862)  -0.3395
P (0.448, 2.538, -2.095)  -0.2267
O (-0.079, 1.574, -1.136)  0.3510
O (1.321, 2.025, -3.296)  -0.2236
C (0.817, 0.891, -4.046)  -0.5087
O (1.317, 3.655, -1.434)  -0.2713
C (1.991, 4.667, -2.166)  -0.8233
H (-1.811, 3.519, -1.054)  0.2751
H (-2.752, 3.327, -2.513)  0.2741
H (-1.890, 4.851, -2.190)  0.3321
H (1.697, 0.437, -4.498)  0.1370
H (0.195, 1.285, -4.848)  0.3923
H (0.324, 0.144, -3.429)  0.1991
H (1.492, 5.634, -2.047)  0.2815
H (1.922, 4.478, -3.240)  0.3352
H (3.013, 4.788, -1.822)  0.2587

- Among the records above, which one has the highest E?
  C25H52N2O15P2

- E of number 2 (C25H52BrF4NNbO30S7)?
  -9112.9524 Eh

- What is the HOMO-LUMO gap in the third record?
  4.8752 eV